Formula: C61H50Br2N8O2PSSn
Source: the OMol25 dataset
Level of theory: ωB97M-V/def2-TZVPD

HOMO	-9.19	eV
total charge	+1
F_max	0.0107	Eh/bohr
gap between HOMO and LUMO	6.49	eV
calculated total energy	-9044.80556	hartree
E_LUMO	-2.7	eV

Last column: Mulliken charge in e.
Geometry (Å):
Sn 1.06 -0.48 -1.25  0.1261
C 1.68 2.75 2.77  -0.8470
N 1.36 2.99 1.37  0.6773
C 0.31 2.46 0.73  0.0751
N 0.43 2.87 -0.54  1.1026
C 1.56 3.66 -0.73  0.9043
C 2.14 3.74 0.50  0.7351
C 3.25 4.59 0.97  -1.2942
C 2.94 5.87 1.43  0.0737
C 3.94 6.71 1.89  -0.8382
C 5.26 6.28 1.88  -0.4053
C 5.57 5.01 1.42  -0.7465
C 4.57 4.17 0.97  -0.0347
C 1.99 4.14 -2.05  0.1319
C 2.43 5.45 -2.21  -0.4402
C 2.89 5.88 -3.44  -0.8137
C 2.90 5.01 -4.52  -0.5076
C 2.46 3.70 -4.36  -0.9909
C 2.01 3.26 -3.13  -0.1834
P -1.09 1.73 1.66  -0.3982
C -2.25 1.24 0.38  -0.8781
N -1.97 0.44 -0.62  0.9699
C -3.13 0.22 -1.29  -0.8958
C -4.15 0.93 -0.68  0.8495
N -3.57 1.58 0.38  0.4906
C -4.25 2.49 1.30  -1.1167
C -5.56 1.09 -1.07  -0.3089
C -5.87 1.44 -2.38  -0.0970
C -7.19 1.56 -2.78  -0.7847
C -8.22 1.34 -1.86  -0.4269
C -7.92 0.99 -0.56  -0.7906
C -6.60 0.86 -0.16  -0.1986
C -3.15 -0.67 -2.46  0.6274
C -4.19 -1.58 -2.67  -0.4623
C -4.15 -2.46 -3.74  -0.9467
C -3.06 -2.46 -4.60  -0.5924
C -2.03 -1.56 -4.41  -0.4933
C -2.08 -0.66 -3.35  0.0713
C -0.40 0.14 2.22  -1.4942
N 0.12 -0.83 1.49  1.3768
C 0.32 -1.88 2.34  -0.5445
C -0.05 -1.52 3.62  0.7104
N -0.50 -0.23 3.53  0.6896
C -1.00 0.56 4.65  -1.0765
C 0.03 -2.27 4.89  -0.3129
C 1.25 -2.80 5.30  -0.1026
C 1.34 -3.53 6.47  -0.8164
C 0.21 -3.74 7.25  -0.4136
C -1.01 -3.21 6.85  -0.8078
C -1.10 -2.48 5.68  -0.0520
C 0.79 -3.21 1.89  -0.0180
C 1.80 -3.31 0.93  0.9162
C 2.18 -4.55 0.44  -0.4077
C 1.57 -5.70 0.90  -0.7283
C 0.57 -5.61 1.86  -0.9268
C 0.18 -4.37 2.35  -0.6341
H 1.78 1.68 2.94  0.3390
H 0.91 3.18 3.41  0.2475
H 2.63 3.23 2.99  0.4536
H 1.91 6.20 1.43  0.4729
H 3.69 7.71 2.25  0.4211
H 6.04 6.94 2.23  0.4205
H 6.60 4.68 1.41  0.4413
H 4.82 3.18 0.60  0.5273
H 2.41 6.14 -1.37  0.5076
H 3.23 6.90 -3.56  0.4251
H 3.25 5.35 -5.49  0.4136
H 2.49 3.01 -5.20  0.4823
H 1.70 2.23 -3.00  0.6804
H -5.01 3.04 0.76  0.4064
H -3.52 3.19 1.70  0.4450
H -4.72 1.95 2.12  0.3191
H -5.07 1.60 -3.09  0.4420
H -7.43 1.84 -3.80  0.4260
H -9.25 1.44 -2.18  0.4057
H -8.71 0.81 0.15  0.4017
H -6.37 0.55 0.85  0.4108
H -5.03 -1.60 -1.98  0.5326
H -4.96 -3.17 -3.88  0.4199
H -3.02 -3.17 -5.42  0.4535
H -1.17 -1.56 -5.08  0.4594
H -1.27 0.04 -3.19  0.3878
H -0.45 0.30 5.55  0.4002
H -2.06 0.38 4.82  0.3158
H -0.86 1.62 4.44  0.3592
H 2.13 -2.65 4.68  0.4746
H 2.29 -3.95 6.78  0.4372
H 0.28 -4.31 8.17  0.4184
H -1.90 -3.37 7.45  0.4145
H -2.06 -2.09 5.35  0.4310
H 2.28 -2.41 0.57  -0.4361
H 2.96 -4.61 -0.31  0.5309
H 1.86 -6.67 0.52  0.4558
H 0.08 -6.50 2.23  0.4312
H -0.61 -4.30 3.09  0.5384
Br 3.28 -2.85 -5.24  -0.1781
C 1.83 -3.50 -4.23  -0.0025
C 1.18 -4.67 -4.65  -0.2745
C 0.11 -5.17 -3.96  0.0611
Br -0.74 -6.74 -4.58  -0.2070
C -0.37 -4.50 -2.81  0.6116
C -1.49 -4.91 -2.05  -1.1302
C -1.90 -4.16 -0.98  -1.7007
C -1.18 -3.00 -0.65  -0.0057
N -0.12 -2.62 -1.32  1.0936
C 0.30 -3.33 -2.40  0.0193
C 1.42 -2.79 -3.12  0.1664
O 1.99 -1.68 -2.72  -0.7063
H 1.54 -5.18 -5.53  0.4480
H -2.02 -5.81 -2.33  0.4167
H -2.76 -4.44 -0.40  0.5183
H -1.48 -2.37 0.18  0.1855
S -2.33 4.09 -2.91  -0.3030
C -1.26 3.33 -2.10  0.6911
N -0.48 2.60 -1.52  -1.7001
C 4.89 0.45 0.71  -1.7726
C 4.00 -0.65 0.14  0.9405
C 4.66 -1.30 -1.07  -1.4601
O 2.74 -0.08 -0.16  0.2946
H 5.85 0.06 1.04  0.4346
H 4.39 0.92 1.56  0.3502
H 5.07 1.20 -0.07  0.3658
H 3.90 -1.42 0.93  0.1096
H 4.82 -0.55 -1.85  0.2813
H 4.02 -2.08 -1.50  0.1667
H 5.62 -1.75 -0.80  0.4720

---

Formula: C61H53IrN4P2S3Se2
Source: the OMol25 dataset
Level of theory: ωB97M-V/def2-TZVPD

relative energy (zero: lowest compared OMol25 entry of this formula, charge and spin)	0.000	eV
HOMO	-12.15	eV
total charge	+2
F_max	0.0433	Eh/bohr
gap between HOMO and LUMO	7.07	eV
calculated total energy	-9359.21406	hartree
E_LUMO	-5.1	eV

Last column: Mulliken charge in e.
Geometry (Å):
Ir -0.99 -0.14 -1.13  1.8112
N -0.82 -0.59 0.82  -0.4395
S -0.34 -0.22 2.15  1.4283
N 1.15 -0.74 2.57  0.1486
S 2.44 0.06 2.28  1.0728
N 2.64 0.81 0.95  0.0708
S 2.29 0.23 -0.55  0.9303
N 0.97 0.49 -1.09  -0.5264
C 3.55 1.03 -1.49  -0.0977
C 3.55 0.73 -2.84  -0.4510
C 4.48 1.36 -3.66  -0.7598
C 5.37 2.28 -3.12  -0.6054
C 5.34 2.58 -1.77  -0.8392
C 4.43 1.95 -0.93  -0.1537
C 2.79 -1.48 -0.52  0.6438
C 4.15 -1.80 -0.56  -0.4688
C 4.51 -3.14 -0.49  -0.9565
C 3.53 -4.12 -0.38  -0.8489
C 2.19 -3.78 -0.34  -0.9372
C 1.81 -2.44 -0.41  -0.0149
C 2.70 1.31 3.50  0.7575
C 2.61 0.90 4.82  -1.0174
C 2.78 1.84 5.82  -0.7848
C 3.03 3.17 5.49  -0.6423
C 3.13 3.56 4.16  -0.8709
C 2.96 2.62 3.14  -0.0036
C 3.72 -1.11 2.59  0.6195
C 3.44 -2.42 2.96  -0.1278
C 4.50 -3.28 3.20  -0.9142
C 5.81 -2.82 3.08  -0.6684
C 6.07 -1.51 2.72  -0.7457
C 5.03 -0.64 2.48  -0.9808
C -0.36 1.51 2.56  1.1876
C -0.55 1.95 3.87  -0.5749
C -0.55 3.32 4.11  -1.4898
C -0.34 4.22 3.07  -0.7838
C -0.12 3.76 1.78  -0.7883
C -0.14 2.40 1.51  1.0541
C -1.30 -1.01 3.41  -0.2332
C -2.64 -0.66 3.42  0.2693
C -3.49 -1.32 4.30  -0.8326
C -2.99 -2.31 5.13  -0.7137
C -1.64 -2.65 5.10  -0.8815
C -0.78 -1.99 4.24  -0.3732
H 2.83 0.03 -3.25  0.5428
H 4.50 1.13 -4.72  0.4665
H 6.08 2.78 -3.77  0.4419
H 6.03 3.31 -1.36  0.4938
H 4.40 2.17 0.12  0.2394
H 4.90 -1.03 -0.66  0.5061
H 5.56 -3.41 -0.53  0.5098
H 3.83 -5.16 -0.33  0.4684
H 1.43 -4.55 -0.26  0.5657
H 0.77 -2.17 -0.38  0.1048
H 2.41 -0.14 5.06  0.3752
H 2.71 1.54 6.86  0.4766
H 3.15 3.90 6.27  0.4505
H 3.33 4.59 3.91  0.5020
H 3.03 2.90 2.10  0.3246
H 2.41 -2.75 3.03  0.4820
H 4.30 -4.30 3.48  0.5122
H 6.63 -3.50 3.28  0.4504
H 7.09 -1.16 2.64  0.4806
H 5.21 0.40 2.20  0.3523
H -0.72 1.24 4.67  0.6555
H -0.71 3.68 5.12  0.5198
H -0.34 5.28 3.28  0.4845
H 0.04 4.46 0.97  0.4660
H 0.02 2.03 0.51  -0.6232
H -3.02 0.10 2.75  0.0150
H -4.54 -1.06 4.33  0.5191
H -3.66 -2.83 5.81  0.4257
H -1.26 -3.42 5.76  0.4855
H 0.27 -2.24 4.20  0.2911
Se -0.61 -0.41 -3.62  -0.3273
P -1.92 -2.12 -3.41  0.0903
Se -2.17 -2.36 -1.27  -0.5258
C -1.25 -3.60 -4.19  1.2928
C -0.80 -3.50 -5.51  -0.3356
C -0.25 -4.62 -6.13  -0.7859
C -0.15 -5.81 -5.43  -0.5143
C -0.60 -5.91 -4.13  -0.7309
C -1.16 -4.80 -3.50  -0.4753
C -3.52 -1.81 -4.21  0.7038
C -4.71 -2.16 -3.58  -0.3189
C -5.92 -1.86 -4.19  -0.6496
C -5.94 -1.21 -5.42  -0.5346
C -4.75 -0.87 -6.05  -0.7723
C -3.54 -1.17 -5.44  -0.3328
H -0.88 -2.57 -6.05  0.3086
H 0.10 -4.54 -7.15  0.4287
H 0.28 -6.68 -5.91  0.4106
H -0.53 -6.84 -3.59  0.4368
H -1.52 -4.87 -2.48  0.3246
H -4.70 -2.67 -2.63  0.4043
H -6.85 -2.13 -3.70  0.4548
H -6.89 -0.96 -5.88  0.4368
H -4.77 -0.37 -7.01  0.4235
H -2.62 -0.88 -5.93  0.4097
C -3.63 1.18 -2.91  -1.1410
P -2.57 1.33 -1.47  2.7480
C -3.74 1.40 -0.09  0.2362
C -3.48 2.18 1.04  -0.7156
C -4.36 2.17 2.12  -0.6579
C -5.48 1.35 2.09  -0.7129
C -5.74 0.57 0.97  -0.7436
C -4.87 0.59 -0.11  -0.9600
C -1.90 3.02 -1.63  0.4458
C -0.56 3.25 -1.90  -0.2580
C -0.09 4.55 -2.03  -0.7295
C -0.96 5.62 -1.88  -0.6630
C -2.31 5.39 -1.62  -0.9004
C -2.78 4.10 -1.50  -0.3279
H -4.40 1.95 -2.86  0.5039
H -4.10 0.20 -2.95  0.0109
H -3.03 1.31 -3.81  0.5018
H -2.62 2.83 1.06  0.3978
H -4.16 2.80 2.98  0.4228
H -6.16 1.33 2.93  0.4784
H -6.62 -0.06 0.94  0.4901
H -5.09 -0.03 -0.97  0.3117
H 0.12 2.42 -2.01  0.1419
H 0.96 4.73 -2.25  0.4840
H -0.59 6.63 -1.96  0.4350
H -2.99 6.23 -1.52  0.4575
H -3.83 3.93 -1.29  0.4695

---

Formula: C61H59NO2OsP2Si2
Source: the OMol25 dataset
Level of theory: ωB97M-V/def2-TZVPD

relative energy (zero: lowest compared OMol25 entry of this formula, charge and spin)	0.000	eV
HOMO	-7.24	eV
total charge	0
F_max	0.0104	Eh/bohr
gap between HOMO and LUMO	7.56	eV
calculated total energy	-3917.63794	hartree
E_LUMO	0.3	eV

Last column: Mulliken charge in e.
Geometry (Å):
Os 0.03 -0.13 -0.47  1.5185
O -1.04 0.17 1.63  -0.1078
P -2.01 -0.16 2.72  1.4685
C -1.92 -1.86 3.30  -2.1240
P -2.67 -3.18 2.25  0.9734
O -1.05 -1.64 -0.47  -0.2681
C -4.44 -3.15 2.74  0.8457
C -4.99 -2.45 3.81  -0.0462
C -6.35 -2.48 4.07  -0.7192
C -7.19 -3.23 3.26  -0.5661
C -6.66 -3.94 2.19  -0.7717
C -5.30 -3.89 1.93  -0.4343
C -2.12 -4.67 3.18  0.4886
C -2.12 -5.87 2.47  -0.2265
C -1.76 -7.07 3.09  -0.7039
C -1.39 -7.07 4.42  -0.5818
C -1.38 -5.88 5.14  -0.7035
C -1.75 -4.69 4.52  -0.4446
C -3.68 0.15 2.15  0.2108
C -4.64 0.83 2.90  -0.5988
C -5.92 0.99 2.39  -0.9232
C -6.24 0.48 1.14  -1.1091
C -5.28 -0.17 0.38  -1.0398
C -4.00 -0.32 0.88  0.9142
C -1.75 0.87 4.18  0.0791
C -1.22 2.13 3.95  -0.1902
C -1.03 3.02 5.00  -0.5256
C -1.36 2.65 6.29  -0.7432
C -1.89 1.39 6.54  -0.6894
C -2.09 0.50 5.49  -0.4799
H -2.31 -1.91 4.32  0.4823
H -0.85 -2.07 3.37  0.5062
H -4.36 -1.85 4.46  0.2634
H -6.76 -1.92 4.90  0.4463
H -8.26 -3.26 3.46  0.3838
H -7.31 -4.52 1.54  0.4387
H -4.90 -4.42 1.07  0.2559
H -2.39 -5.87 1.42  0.1936
H -1.77 -7.99 2.52  0.4308
H -1.10 -7.99 4.90  0.3777
H -1.08 -5.87 6.18  0.4349
H -1.74 -3.78 5.10  0.2408
H -4.39 1.21 3.88  0.4789
H -6.67 1.51 2.98  0.4079
H -7.25 0.61 0.75  0.4724
H -5.52 -0.54 -0.61  0.6101
H -3.23 -0.80 0.27  -0.1372
H -0.92 2.41 2.95  -0.5236
H -0.60 4.00 4.81  0.5015
H -1.21 3.34 7.11  0.3885
H -2.15 1.09 7.54  0.4481
H -2.51 -0.47 5.70  0.2415
C -0.32 -4.39 -0.38  -1.5537
Si -1.19 -3.04 -1.37  1.5933
C -3.01 -3.42 -1.51  -0.9981
C -0.35 -2.94 -3.04  1.0726
C -0.56 -4.09 -3.83  -0.9815
C 0.00 -4.23 -5.08  -0.8477
C 0.80 -3.22 -5.58  -0.9718
C 1.02 -2.08 -4.82  -0.9279
C 0.46 -1.90 -3.55  0.7269
Si 0.89 -0.26 -2.68  0.9631
C 0.25 1.06 -3.91  -1.3862
C 2.77 -0.01 -2.90  -1.5685
H -0.11 -4.06 0.64  0.1108
H 0.62 -4.68 -0.84  0.5291
H -0.95 -5.28 -0.31  0.6412
H -3.17 -4.50 -1.44  0.6193
H -3.44 -3.07 -2.45  0.3788
H -3.55 -2.96 -0.69  -0.1307
H -1.19 -4.89 -3.44  0.3858
H -0.18 -5.13 -5.66  0.4229
H 1.26 -3.31 -6.56  0.4146
H 1.65 -1.29 -5.23  0.3646
H 0.09 0.61 -4.90  0.5391
H 1.01 1.84 -4.04  0.4517
H -0.68 1.54 -3.62  0.3375
H 2.94 0.46 -3.87  0.7626
H 3.34 -0.94 -2.87  0.2921
H 3.17 0.65 -2.13  0.2763
C 4.97 -2.72 -0.90  -0.8112
C 5.18 -1.55 -0.17  -0.7982
C 4.11 -0.79 0.26  -0.1200
C 2.80 -1.17 -0.04  -0.4775
C 2.60 -2.35 -0.75  0.3294
C 3.67 -3.12 -1.18  -0.6893
N 1.68 -0.42 0.42  1.2158
C 1.80 -0.06 1.81  -1.3761
C 1.82 -1.08 2.77  -0.0824
C 1.95 -0.76 4.11  -0.6950
C 2.08 0.56 4.51  -0.6524
C 2.07 1.57 3.56  -0.7651
C 1.93 1.26 2.21  0.8247
H 5.81 -3.31 -1.24  0.3913
H 6.18 -1.23 0.06  0.4233
H 4.28 0.12 0.83  0.4710
H 1.59 -2.67 -0.97  -0.1286
H 3.48 -4.02 -1.74  0.4346
H 1.75 -2.11 2.44  0.4153
H 1.97 -1.56 4.85  0.4215
H 2.17 0.81 5.56  0.4304
H 2.16 2.60 3.85  0.4746
H 1.93 2.04 1.46  0.2122
C -5.13 0.10 -3.53  -0.7110
C -5.34 1.30 -2.86  -0.9360
C -4.31 1.90 -2.16  -0.3336
C -3.04 1.31 -2.08  0.1765
C -2.85 0.10 -2.75  1.0842
C -3.87 -0.49 -3.48  -1.0847
C -1.97 2.05 -1.41  -0.8164
C -0.77 1.67 -0.96  0.0450
C 0.15 2.71 -0.43  -0.3019
C 1.39 2.90 -1.04  0.3915
C 2.27 3.88 -0.58  -1.0985
C 1.91 4.67 0.50  -0.6680
C 0.68 4.48 1.12  -0.7875
C -0.20 3.51 0.65  0.0637
H -5.92 -0.36 -4.10  0.4270
H -6.31 1.78 -2.91  0.3896
H -4.48 2.85 -1.66  0.4562
H -1.87 -0.37 -2.74  -0.3150
H -3.67 -1.41 -4.01  0.5809
H -2.18 3.12 -1.31  0.5059
H 1.67 2.30 -1.90  0.1835
H 3.22 4.02 -1.07  0.4612
H 2.59 5.44 0.86  0.3901
H 0.39 5.11 1.95  0.4294
H -1.16 3.36 1.13  0.6590